Entry 1:
C8H7Cl2N in the gas phase in a non-equilibrium geometry, computed with ωB97M-V with the def2-TZVPD basis set.

For the highest occupied orbital energy (spin up / spin down), the calculation gives -6.7 / -8.7 eV. Its HOMO-LUMO gap (spin up / spin down) is 0.2743 / 0.2637 Ha. Its expectation value of S² is 2.0454.

Structure (ORCA input):
```
! wB97M-V def2-TZVPD RIJCOSX def2/J DEFGRID3
* xyz 0 3
C 0.514 -1.744 -0.359
C -0.296 -1.316 -1.430
C 0.830 -0.883 0.643
C -0.838 -0.062 -1.407
C 0.389 0.480 0.654
C -0.564 0.836 -0.361
C 0.808 1.335 1.640
C -1.300 2.883 0.751
N -1.349 1.937 -0.245
Cl -2.903 3.487 1.118
Cl -0.186 4.220 0.473
H 0.882 -2.758 -0.347
H -0.500 -1.991 -2.247
H 1.480 -1.198 1.446
H -1.503 0.254 -2.199
H 1.307 0.935 2.507
H 0.785 2.397 1.559
H -2.227 1.875 -0.758
*
```

Entry 2:
2 unconnected molecules or ions with the total composition C8H7Cl2NO in a non-equilibrium geometry, computed with ωB97M-V with the def2-TZVPD basis set.

The energy above the lowest of the compared OMol25 structures with the same formula, charge and spin comes out at 53.2 kcal per mole. For the highest occupied orbital energy, the calculation gives -8.8 eV. Its HOMO-LUMO gap is 0.3079 Ha.

Structure (ORCA input):
```
! wB97M-V def2-TZVPD RIJCOSX def2/J DEFGRID3
* xyz 0 1
C -0.053 0.688 -1.087
C 0.855 -1.331 -0.052
C 0.310 0.158 -2.316
C 1.155 -1.803 -1.335
C 0.189 -0.053 0.157
C 0.962 -1.038 -2.471
C -0.148 0.408 1.460
C -1.901 1.966 4.920
N -0.792 1.444 1.772
O 1.347 -1.576 -3.666
Cl -3.262 2.012 3.990
Cl -0.833 0.684 4.546
H -0.504 1.760 -1.036
H 0.930 -1.989 0.785
H 0.022 0.749 -3.220
H 1.574 -2.835 -1.242
H 0.024 -0.209 2.387
H -0.940 2.110 0.888
H 1.066 -1.146 -4.479
*
```

Entry 3:
C8H7ClN2 in the gas phase in a non-equilibrium geometry, computed with ωB97M-V with the def2-TZVPD basis set.

As for the SMILES: ClCc1cn2ccccc2n1. The energy above the lowest of the compared OMol25 structures with the same formula, charge and spin comes out at 32.3 kcal per mole. For the highest occupied orbital energy, the calculation gives -8.1 eV. Its HOMO-LUMO gap is 0.3114 Ha.

Structure (ORCA input):
```
! wB97M-V def2-TZVPD RIJCOSX def2/J DEFGRID3
* xyz 0 1
Cl 2.562 2.437 -2.389
C 2.568 0.760 -1.808
C 1.365 0.382 -1.014
C 0.728 -0.822 -0.881
N -0.262 -0.596 0.030
C -1.146 -1.487 0.452
C -2.146 -1.079 1.484
C -2.049 0.264 1.864
C -1.146 1.222 1.381
C -0.208 0.746 0.456
N 0.755 1.380 -0.159
H 2.633 -0.155 -2.758
H 3.493 0.392 -1.408
H 0.748 -1.783 -1.436
H -1.134 -2.368 0.130
H -2.869 -2.061 1.728
H -2.611 0.605 2.749
H -1.281 2.163 1.579
*
```

Entry 4:
A molecular structure, C8H7ClP in a non-equilibrium geometry, computed with ωB97M-V with the def2-TZVPD basis set.

The energy above the lowest of the compared OMol25 structures with the same formula, charge and spin comes out at 13.7 kcal per mole. For the highest occupied orbital energy, the calculation gives -13.8 eV. Its HOMO-LUMO gap is 0.3194 Ha.

Structure (ORCA input):
```
! wB97M-V def2-TZVPD RIJCOSX def2/J DEFGRID3
* xyz 1 1
C -2.721 -0.901 -0.038
C -2.329 0.410 -0.250
C -1.785 -1.899 0.175
C -0.976 0.753 -0.247
C -0.425 -1.593 0.184
C -0.131 -0.286 -0.034
C 2.811 1.733 -0.589
C 2.902 1.721 0.737
P 2.167 0.203 0.106
Cl 3.452 -1.295 -0.054
H -3.771 -1.150 -0.028
H -3.059 1.188 -0.410
H -2.088 -2.920 0.348
H -0.650 1.767 -0.401
H 0.318 -2.354 0.359
H 3.054 2.336 -1.440
H 3.234 2.288 1.582
*
```

Entry 5:
C8H7FO3 in the gas phase in a non-equilibrium geometry, computed with ωB97M-V with the def2-TZVPD basis set.

The energy above the lowest of the compared OMol25 structures with the same formula, charge and spin comes out at 0.0 kcal per mole. For the highest occupied orbital energy (spin up / spin down), the calculation gives -7.8 / -10.2 eV. Its HOMO-LUMO gap (spin up / spin down) is 0.2863 / 0.3133 Ha. Its expectation value of S² is 2.0456.

Structure (ORCA input):
```
! wB97M-V def2-TZVPD RIJCOSX def2/J DEFGRID3
* xyz 0 3
C 0.011 -0.861 -0.533
C 0.831 0.036 0.196
C 0.748 -1.943 -1.252
C -1.735 0.492 0.674
C 2.212 -0.501 0.054
C 2.203 -1.711 -0.897
C -1.265 -0.648 -0.208
C -1.941 2.798 0.881
O 0.288 -2.806 -1.949
O -2.268 0.296 1.733
O -1.530 1.670 0.112
F -2.250 -1.483 -0.522
H 2.856 0.310 -0.290
H 2.574 -0.751 1.055
H 2.615 -2.614 -0.445
H 2.767 -1.520 -1.812
H -1.496 2.755 1.878
H -3.028 2.809 0.980
H -1.591 3.671 0.346
*
```

Entry 6:
C8H7N in the gas phase in a non-equilibrium geometry, computed with ωB97M-V with the def2-TZVPD basis set.

The energy above the lowest of the compared OMol25 structures with the same formula, charge and spin comes out at 199.1 kcal per mole. For the highest occupied orbital energy, the calculation gives -8.1 eV. Its HOMO-LUMO gap is 0.3161 Ha.

Structure (ORCA input):
```
! wB97M-V def2-TZVPD RIJCOSX def2/J DEFGRID3
* xyz 0 1
C -0.564 -1.475 -0.589
C -0.495 -1.306 0.724
C -0.527 1.024 -0.627
C -0.552 1.725 0.632
C -1.298 -0.153 -0.847
C -1.234 0.030 0.786
C 0.788 1.438 -0.252
C 1.920 0.478 0.037
N -2.430 0.010 0.030
H -0.223 -2.200 -1.298
H -0.096 -1.854 1.553
H 1.096 2.405 -0.632
H 2.875 0.998 0.043
H 1.965 -0.311 -0.716
H 1.780 0.015 1.015
H -3.004 -0.823 0.141
*
```

Entry 7:
C8H7N3O in the gas phase in a non-equilibrium geometry, computed with ωB97M-V with the def2-TZVPD basis set.

As for the SMILES: O=c1[nH]ncn1-c1ccccc1. The energy above the lowest of the compared OMol25 structures with the same formula, charge and spin comes out at 32.0 kcal per mole. For the highest occupied orbital energy, the calculation gives -8.9 eV. Its HOMO-LUMO gap is 0.3560 Ha.

Structure (ORCA input):
```
! wB97M-V def2-TZVPD RIJCOSX def2/J DEFGRID3
* xyz 0 1
O -1.886 1.874 0.931
C -2.104 0.815 0.360
N -3.362 0.339 0.064
N -3.294 -0.902 -0.502
C -2.067 -1.232 -0.547
N -1.220 -0.185 -0.093
C 0.223 -0.104 -0.118
C 0.832 0.974 -0.779
C 2.168 1.039 -0.693
C 2.935 0.062 -0.093
C 2.325 -0.761 0.787
C 0.962 -0.949 0.703
H -4.158 0.521 0.626
H -1.671 -2.127 -0.996
H 0.298 1.767 -1.316
H 2.697 1.856 -1.209
H 4.057 0.065 -0.086
H 2.794 -1.416 1.533
H 0.472 -1.635 1.429
*
```

Entry 8:
2 unconnected molecules or ions with the total composition C8H7N3O2 in a non-equilibrium geometry, computed with ωB97M-V with the def2-TZVPD basis set.

The energy above the lowest of the compared OMol25 structures with the same formula, charge and spin comes out at 188.9 kcal per mole. For the highest occupied orbital energy (spin up / spin down), the calculation gives -8.6 / -8.5 eV. Its HOMO-LUMO gap (spin up / spin down) is 0.2368 / 0.2766 Ha.

Structure (ORCA input):
```
! wB97M-V def2-TZVPD RIJCOSX def2/J DEFGRID3
* xyz 0 1
C 2.794 -0.417 0.966
C 2.979 -1.554 0.052
C 1.663 0.328 0.845
C 2.090 -1.742 -0.966
C 0.583 0.034 -0.125
C -0.706 0.341 -0.395
C 0.875 -0.987 -1.127
C -1.124 -0.393 -1.645
N -0.070 -1.238 -1.971
N -3.348 1.268 0.706
N -2.281 1.837 0.936
O -1.959 2.743 1.725
O -4.571 1.672 1.225
H 3.440 -0.151 1.682
H 3.784 -2.121 0.303
H 1.452 1.149 1.613
H 2.210 -2.605 -1.710
H -2.121 -0.720 -1.568
H -1.427 0.289 -2.455
H -4.262 2.268 1.910
*
```

Entry 9:
C8H7NO in the gas phase in a non-equilibrium geometry, computed with ωB97M-V with the def2-TZVPD basis set.

The energy above the lowest of the compared OMol25 structures with the same formula, charge and spin comes out at 132.2 kcal per mole. For the highest occupied orbital energy, the calculation gives -6.9 eV. Its HOMO-LUMO gap is 0.2547 Ha.

Structure (ORCA input):
```
! wB97M-V def2-TZVPD RIJCOSX def2/J DEFGRID3
* xyz 0 1
C -4.508 -0.252 -0.542
C -3.359 0.047 -0.248
C 2.097 0.676 -0.530
C 1.909 -0.757 -0.462
C -0.141 1.602 0.470
C 1.346 -1.376 0.634
C 1.220 1.578 -0.008
C -2.151 0.176 0.346
N -1.071 0.725 0.172
O 1.283 -2.711 0.729
H -5.421 -0.333 -1.029
H 2.978 1.113 -0.892
H 2.374 -1.246 -1.296
H -0.568 2.375 1.102
H 0.782 -1.108 1.526
H 1.555 -2.997 -0.135
H 1.676 2.487 0.162
*
```

Entry 10:
2 unconnected molecules or ions with the total composition C8H7NO in a non-equilibrium geometry, computed with ωB97M-V with the def2-TZVPD basis set.

As for the SMILES: C#CC(=O)C#C.C#CCN. The energy above the lowest of the compared OMol25 structures with the same formula, charge and spin comes out at 138.7 kcal per mole. For the highest occupied orbital energy, the calculation gives -9.6 eV. Its HOMO-LUMO gap is 0.3263 Ha.

Structure (ORCA input):
```
! wB97M-V def2-TZVPD RIJCOSX def2/J DEFGRID3
* xyz 0 1
C -0.087 -1.934 -2.773
C -0.018 -2.305 -1.628
C 0.066 -2.757 -0.242
O -0.476 -3.765 0.150
C 0.848 -1.903 0.625
C 1.509 -1.176 1.365
H -0.149 -1.618 -3.783
H 2.085 -0.565 2.005
C -2.499 1.730 1.060
C -1.331 1.570 0.856
C 0.102 1.364 0.569
N 0.725 2.596 0.102
H -3.551 1.872 1.248
H 0.188 0.520 -0.144
H 0.595 1.069 1.480
H 0.289 2.886 -0.764
H 1.705 2.418 -0.126
*
```

Entry 11:
C8H7NO2S in the gas phase in a non-equilibrium geometry, computed with ωB97M-V with the def2-TZVPD basis set.

The energy above the lowest of the compared OMol25 structures with the same formula, charge and spin comes out at 104.5 kcal per mole. For the highest occupied orbital energy (spin up / spin down), the calculation gives -8.1 / -9.3 eV. Its HOMO-LUMO gap (spin up / spin down) is 0.2192 / 0.3367 Ha.

Structure (ORCA input):
```
! wB97M-V def2-TZVPD RIJCOSX def2/J DEFGRID3
* xyz 0 1
C 2.547 1.267 0.634
C 1.885 0.009 0.716
C 2.014 2.381 -0.033
C 0.740 -0.237 -0.097
C 0.489 0.955 -0.772
C -1.134 -1.631 -1.125
C -0.154 -1.422 -0.018
C -1.662 -1.174 0.189
N 1.010 2.089 -0.912
O -2.776 1.197 1.415
O -3.745 0.096 -0.628
S -2.557 0.596 0.110
H 3.293 1.486 1.403
H 2.364 -0.872 1.290
H 2.565 3.318 -0.149
H -1.360 -1.105 -2.036
H -1.565 -2.719 -1.141
H 0.311 -2.337 0.450
H -2.267 -1.898 0.705
*
```

Entry 12:
2 unconnected molecules or ions with the total composition C8H7NO2S in a non-equilibrium geometry, computed with ωB97M-V with the def2-TZVPD basis set.

The energy above the lowest of the compared OMol25 structures with the same formula, charge and spin comes out at 54.5 kcal per mole. For the highest occupied orbital energy, the calculation gives -7.9 eV. Its HOMO-LUMO gap is 0.3110 Ha.

Structure (ORCA input):
```
! wB97M-V def2-TZVPD RIJCOSX def2/J DEFGRID3
* xyz 0 1
C 1.843 -0.761 0.050
C -0.028 -2.270 -0.481
C 0.608 -1.415 0.591
C -1.282 -1.953 -0.921
C -0.489 -0.418 1.035
C -1.240 2.974 -1.766
C -0.515 0.536 1.941
C 1.688 1.587 0.429
N 1.858 0.485 -0.057
O -0.312 3.236 -2.366
O -2.217 2.797 -1.166
S -1.902 -0.515 -0.003
H 2.595 -1.211 -0.637
H 0.585 -3.028 -0.926
H 0.762 -2.002 1.431
H -1.886 -2.274 -1.733
H -1.366 1.181 1.981
H 0.293 0.880 2.661
H 1.005 2.170 -0.062
*
```